The following is a DFT calculation (ωB97M-V/def2-TZVPD) of a structure of composition C43H40N7P2PdS2Si2.

Cartesian coordinates (Å):
Pd 0.381 -1.513 -0.435
C 2.674 -3.970 1.705
Si 3.093 -2.125 1.931
C 4.584 -1.574 0.863
C 3.585 -1.740 3.733
N 1.610 -1.333 1.565
P 0.931 0.086 1.831
C -0.482 0.129 0.832
P -0.766 1.076 -0.591
N -0.612 0.146 -1.882
Si -1.565 0.184 -3.331
C -1.995 1.974 -3.847
C -0.525 -0.651 -4.692
C -3.278 -0.652 -3.129
C 0.197 2.604 -0.798
C 0.908 2.765 -1.977
C 1.621 3.930 -2.190
C 1.638 4.912 -1.214
C 0.961 4.732 -0.018
C 0.235 3.577 0.192
C -2.472 1.628 -0.300
C -3.325 0.578 0.029
C -4.658 0.818 0.298
C -5.140 2.117 0.228
C -4.298 3.161 -0.109
C -2.960 2.924 -0.368
C 2.125 1.427 1.540
C 2.748 1.352 0.297
C 3.702 2.280 -0.067
C 4.042 3.288 0.823
C 3.406 3.383 2.049
C 2.438 2.461 2.411
C 0.317 0.133 3.548
C 1.090 0.352 4.683
C 0.533 0.194 5.941
C -0.794 -0.186 6.080
C -1.570 -0.407 4.953
C -1.009 -0.263 3.698
H 3.575 -4.567 1.608
H 2.076 -4.111 0.804
H 2.102 -4.346 2.551
H 5.523 -1.875 1.321
H 4.602 -0.490 0.772
H 4.561 -1.997 -0.137
H 4.446 -2.329 4.025
H 2.777 -1.953 4.424
H 3.852 -0.692 3.824
H -1.128 2.611 -3.976
H -2.639 2.440 -3.108
H -2.535 1.952 -4.786
H 0.498 -0.282 -4.690
H -0.953 -0.457 -5.672
H -0.482 -1.725 -4.548
H -3.924 -0.057 -2.486
H -3.202 -1.640 -2.690
H -3.773 -0.754 -4.091
H 0.882 1.977 -2.714
H 2.165 4.068 -3.110
H 2.189 5.825 -1.378
H 1.000 5.497 0.744
H -0.307 3.420 1.115
H -2.915 -0.426 0.058
H -5.331 0.011 0.554
H -6.181 2.310 0.438
H -4.691 4.164 -0.179
H -2.301 3.739 -0.633
H 2.455 0.548 -0.373
H 4.172 2.238 -1.039
H 4.801 4.008 0.550
H 3.660 4.195 2.717
H 1.933 2.551 3.363
H 2.130 0.631 4.584
H 1.145 0.366 6.818
H -1.221 -0.320 7.066
H -2.608 -0.695 5.057
H -1.587 -0.458 2.802
S -1.086 -2.981 1.054
C -2.262 -3.555 -0.072
C -3.513 -3.962 0.393
C -4.495 -4.418 -0.474
C -5.772 -4.777 -0.006
N -6.822 -5.054 0.368
C -4.215 -4.500 -1.861
C -2.966 -4.118 -2.324
C -1.981 -3.628 -1.462
S -0.462 -3.163 -2.119
C -5.188 -4.928 -2.786
N -5.957 -5.264 -3.570
H -3.709 -3.899 1.451
H -2.746 -4.179 -3.379
N 2.172 -1.699 -1.758
C 3.051 -1.058 -2.176
C 4.120 -0.389 -2.713
C 3.962 0.832 -3.361
N 3.866 1.860 -3.877
C 5.403 -0.930 -2.622
N 6.468 -1.366 -2.566

Results
Energy relative to the best compared isomer or geometry (same formula, charge and spin) ... 21.1 kcal per mole
Multiplicity ... 5
Gap between HOMO and LUMO (alpha / beta) ... 7.30 / 5.30 eV
Net charge ... -1
HOMO level (alpha / beta) ... -5.47 / -5.68 eV

The following is a DFT calculation (ωB97M-V/def2-TZVPD) of a cluster of 9 separate species, C43H41Br3N8O10 in total.

Cartesian coordinates (Å):
O -3.087 -8.495 2.883
N -3.276 -7.310 2.948
O -4.333 -6.869 3.435
C -2.242 -6.306 2.539
C -2.591 -4.937 2.616
C -1.667 -4.020 2.039
C -0.528 -4.476 1.385
C -0.195 -5.850 1.432
C -1.078 -6.728 2.016
H -3.528 -4.554 2.993
H -1.882 -2.961 2.039
H 0.095 -3.762 0.868
H 0.734 -6.247 1.051
H -0.858 -7.776 1.874
O -4.583 -0.065 5.289
N -3.565 -0.053 4.666
O -2.597 -0.779 4.815
C -3.426 1.082 3.693
C -4.231 2.214 3.787
C -4.092 3.306 3.022
C -3.104 3.305 2.056
C -2.300 2.164 1.864
C -2.520 1.034 2.643
H -4.869 2.222 4.659
H -4.682 4.204 3.127
H -2.963 4.193 1.459
H -1.436 2.197 1.217
H -1.877 0.166 2.648
O -2.495 4.374 -6.575
N -1.854 3.572 -7.218
O -1.405 3.738 -8.325
C -1.594 2.273 -6.605
C -0.523 1.494 -7.019
C -0.136 0.372 -6.288
C -0.780 0.070 -5.115
C -1.770 0.834 -4.618
C -2.229 1.902 -5.382
H 0.011 1.680 -7.939
H 0.637 -0.328 -6.572
H -0.582 -0.771 -4.466
H -2.174 0.575 -3.651
H -3.083 2.429 -4.982
O 2.987 -2.623 -1.145
N 2.222 -2.604 -2.084
O 1.051 -2.296 -1.945
C 2.710 -2.927 -3.458
C 1.738 -3.082 -4.437
C 2.066 -3.568 -5.680
C 3.405 -3.975 -5.974
C 4.365 -3.911 -4.913
C 4.028 -3.289 -3.701
H 0.751 -2.665 -4.302
H 1.329 -3.565 -6.469
H 3.694 -4.435 -6.907
H 5.380 -4.245 -5.067
H 4.740 -3.211 -2.893
O 2.038 1.001 5.752
N 1.487 0.184 4.996
O 0.844 0.546 4.000
C 1.433 -1.221 5.357
C 0.488 -2.108 4.735
C 0.340 -3.434 5.206
C 1.172 -3.852 6.221
C 2.074 -2.971 6.835
C 2.185 -1.657 6.445
H -0.110 -1.634 3.971
H -0.349 -4.160 4.802
H 1.212 -4.903 6.465
H 2.630 -3.366 7.672
H 2.900 -1.015 6.938
C -0.224 5.067 4.436
C 1.115 5.598 4.392
C 1.918 4.486 4.227
N 1.189 3.329 4.218
C -0.096 3.675 4.330
H -1.172 5.583 4.409
H 1.368 6.648 4.357
H 2.970 4.321 4.044
H 1.530 2.394 4.043
H -0.783 2.859 4.163
C 2.595 0.327 -4.001
C 3.149 0.437 -2.713
C 2.838 1.702 -2.210
N 1.988 2.316 -3.143
C 2.012 1.532 -4.267
H 2.793 -0.531 -4.626
H 3.572 -0.363 -2.123
H 3.073 2.135 -1.249
H 1.487 3.180 -2.996
H 1.436 1.813 -5.136
C 0.046 5.569 -2.916
C -1.317 5.234 -3.111
C -1.733 4.443 -2.085
N -0.708 4.409 -1.108
C 0.413 5.037 -1.669
H 0.667 6.056 -3.653
H -1.887 5.464 -4.000
H -2.711 4.032 -1.884
H -0.786 3.911 -0.233
H 1.369 5.132 -1.175
Br 1.148 2.118 1.104
C 0.885 0.373 0.138
Br -0.417 0.620 -1.360
Br 0.311 -1.045 1.368
H 1.814 0.013 -0.303

Results
Structure (SMILES) ... O=[N+]([O-])c1ccccc1.O=[N+]([O-])c1ccccc1.O=[N+]([O-])c1ccccc1.O=[N+]([O-])c1ccccc1.O=[N+]([O-])c1ccccc1.c1cc[nH]c1.c1cc[nH]c1.c1cc[nH]c1.BrC(Br)Br
Energy relative to the best compared isomer or geometry (same formula, charge and spin) ... 55.2 kcal per mole
Multiplicity ... 1
Gap between HOMO and LUMO ... 6.66 eV
Net charge ... 0
HOMO level ... -7.82 eV

The following is a DFT calculation (ωB97M-V/def2-TZVPD) of a cluster of 7 separate species, C43H41F9N9O3S in total.

Cartesian coordinates (Å):
N 3.622 -2.593 -2.768
C 2.463 -2.260 -3.629
C 1.692 -0.935 -3.195
C 0.998 -0.162 -4.443
C 1.471 1.322 -4.381
C 2.625 1.674 -5.293
C 3.155 3.081 -5.296
C 2.484 4.037 -4.329
N 2.986 5.418 -4.304
C 3.615 5.585 -3.213
O 4.168 6.005 -2.288
C 1.377 3.573 -3.494
N 0.846 2.238 -3.522
S -0.462 1.962 -2.439
O 0.009 2.481 -1.144
O -0.875 0.590 -2.207
C -1.983 3.023 -2.833
F -2.349 3.645 -1.639
F -1.659 4.094 -3.680
C -3.260 2.207 -3.289
F -3.725 1.336 -2.300
F -4.291 3.148 -3.442
C -3.178 1.404 -4.649
F -2.630 0.120 -4.526
F -4.515 1.166 -5.035
C -2.506 2.151 -5.875
F -1.125 2.184 -5.848
F -2.856 1.432 -7.018
F -3.048 3.414 -6.074
H 3.341 -3.097 -1.924
H 4.137 -1.759 -2.475
H 2.868 -2.194 -4.691
H 1.757 -3.143 -3.563
H 2.457 -0.259 -2.702
H 0.947 -1.219 -2.400
H 1.409 -0.670 -5.367
H -0.113 -0.318 -4.387
H 3.090 0.889 -5.957
H 3.993 3.419 -5.965
H 0.915 4.338 -2.798
N 5.033 -1.909 0.016
C 4.726 -0.625 0.252
C 4.394 -0.128 1.501
C 4.375 -1.006 2.572
C 4.687 -2.340 2.357
C 5.009 -2.738 1.069
H 4.752 0.024 -0.619
H 4.157 0.921 1.633
H 4.119 -0.656 3.562
H 4.681 -3.055 3.172
H 5.264 -3.770 0.850
N 2.395 0.715 4.254
C 1.425 1.593 3.967
C 0.513 2.067 4.896
C 0.605 1.603 6.200
C 1.599 0.693 6.523
C 2.464 0.284 5.521
H 1.391 1.924 2.933
H -0.250 2.779 4.608
H -0.091 1.948 6.956
H 1.700 0.309 7.529
H 3.260 -0.425 5.726
N -0.128 -2.197 7.149
C -0.679 -2.239 5.930
C -1.696 -3.110 5.572
C -2.170 -3.993 6.530
C -1.614 -3.971 7.800
C -0.604 -3.059 8.057
H -0.272 -1.531 5.214
H -2.106 -3.098 4.571
H -2.963 -4.691 6.290
H -1.958 -4.646 8.573
H -0.140 -3.001 9.036
N -7.664 0.827 -9.691
C -6.508 0.174 -9.859
C -5.517 0.096 -8.893
C -5.733 0.736 -7.682
C -6.921 1.421 -7.483
C -7.849 1.435 -8.513
H -6.385 -0.307 -10.824
H -4.602 -0.450 -9.083
H -4.984 0.700 -6.903
H -7.123 1.933 -6.550
H -8.795 1.955 -8.404
N 4.317 -4.790 4.759
C 3.232 -5.564 4.616
C 3.186 -6.901 4.973
C 4.328 -7.477 5.507
C 5.464 -6.700 5.664
C 5.406 -5.370 5.278
H 2.364 -5.069 4.191
H 2.279 -7.477 4.837
H 4.332 -8.521 5.798
H 6.374 -7.115 6.077
H 6.269 -4.721 5.385
N -2.992 3.300 4.791
C -3.018 2.798 3.548
C -3.959 3.150 2.593
C -4.933 4.072 2.941
C -4.930 4.606 4.219
C -3.944 4.191 5.100
H -2.237 2.078 3.323
H -3.929 2.713 1.603
H -5.687 4.373 2.222
H -5.675 5.328 4.526
H -3.899 4.583 6.111

Results
Energy relative to the best compared isomer or geometry (same formula, charge and spin) ... 0.0 kcal per mole
Multiplicity ... 1
Gap between HOMO and LUMO ... 5.09 eV
Net charge ... +1
HOMO level ... -10.87 eV

The following is a DFT calculation (ωB97M-V/def2-TZVPD) of a structure of composition C43H41N5P2SSbSe4Ti.

Cartesian coordinates (Å):
Ti 0.281 1.510 -0.668
C -0.632 6.073 3.317
C 0.141 4.860 3.823
N 1.054 4.315 2.846
C 0.640 3.528 1.797
S 1.870 2.779 0.846
N -0.646 3.407 1.625
N -0.982 2.633 0.541
C -2.295 2.438 0.336
C -3.339 2.800 1.347
C -2.631 1.962 -0.945
C -3.956 1.862 -1.445
C -4.154 1.623 -2.776
C -3.044 1.482 -3.637
C -1.785 1.498 -3.082
N -1.571 1.664 -1.772
H -1.252 6.492 4.115
H 0.056 6.845 2.967
H -1.272 5.781 2.487
H 0.733 5.137 4.699
H -0.567 4.083 4.131
H 2.038 4.300 3.036
H -2.885 2.860 2.334
H -3.801 3.770 1.138
H -4.129 2.045 1.364
H -4.793 2.013 -0.777
H -5.162 1.566 -3.172
H -3.158 1.338 -4.702
H -0.894 1.361 -3.689
Se 1.266 0.221 -6.249
Sb 2.419 2.266 -5.620
Se 1.845 2.114 -2.535
Se 0.500 3.946 -1.939
Se 4.811 1.976 -5.739
C -0.782 -3.145 -0.613
N -0.675 -1.707 -0.801
P -1.164 -0.523 0.330
C -0.172 -0.885 1.734
C -0.224 -2.132 2.491
C 0.466 -2.318 3.630
C 1.220 -1.233 4.222
C 1.267 -0.033 3.629
C 0.667 0.268 2.316
C -2.895 -1.033 0.646
C -3.424 -0.861 1.925
C -4.767 -1.110 2.174
C -5.599 -1.529 1.144
C -5.085 -1.688 -0.137
C -3.743 -1.436 -0.385
P 0.342 -0.935 -1.926
C -0.178 -1.932 -3.384
C -1.472 -1.729 -3.857
C -2.010 -2.554 -4.832
C -1.263 -3.604 -5.346
C 0.026 -3.817 -4.880
C 0.564 -2.989 -3.906
C 2.141 -1.211 -1.810
C 2.893 -1.086 -0.628
C 4.250 -0.803 -0.746
C 4.854 -0.597 -1.979
C 4.115 -0.706 -3.141
C 2.764 -1.003 -3.045
H -1.697 -3.378 -0.063
H 0.069 -3.556 -0.059
H -0.835 -3.641 -1.584
H -0.916 -2.899 2.159
H 0.374 -3.254 4.170
H 1.706 -1.388 5.178
H 1.738 0.803 4.137
H 0.233 1.258 2.294
H -2.773 -0.532 2.728
H -5.164 -0.976 3.173
H -6.647 -1.727 1.338
H -5.731 -2.003 -0.947
H -3.344 -1.551 -1.387
H -2.066 -0.916 -3.463
H -3.015 -2.370 -5.193
H -1.680 -4.250 -6.109
H 0.621 -4.630 -5.277
H 1.570 -3.166 -3.553
H 1.759 -2.270 0.682
H 4.857 -0.719 0.143
H 5.897 -0.308 -2.026
H 4.549 -0.496 -4.110
H 2.192 -0.990 -3.966
C 1.079 -0.279 0.978
C 2.228 -1.279 0.738
C 3.264 -1.354 1.837
C 3.887 -0.196 2.300
C 4.839 -0.259 3.303
C 5.182 -1.482 3.870
C 4.571 -2.639 3.412
C 3.624 -2.571 2.396
H 3.596 0.760 1.877
H 5.316 0.652 3.647
H 5.923 -1.531 4.659
H 4.832 -3.599 3.843
H 3.141 -3.476 2.045

Results
Energy relative to the best compared isomer or geometry (same formula, charge and spin) ... 49.2 kcal per mole
Multiplicity ... 2
Gap between HOMO and LUMO (alpha / beta) ... 4.66 / 5.33 eV
Net charge ... -2
HOMO level (alpha / beta) ... -0.80 / -1.47 eV

> Among the records above, which one has the lowest energy relative to the best compared isomer or geometry (same formula, charge and spin)?

C43H41F9N9O3S

> What is the formula in the fourth record?

C43H41N5P2SSbSe4Ti

Repeat the first record exactly.
The following is a DFT calculation (ωB97M-V/def2-TZVPD) of a structure of composition C43H40N7P2PdS2Si2.

Cartesian coordinates (Å):
Pd 0.381 -1.513 -0.435
C 2.674 -3.970 1.705
Si 3.093 -2.125 1.931
C 4.584 -1.574 0.863
C 3.585 -1.740 3.733
N 1.610 -1.333 1.565
P 0.931 0.086 1.831
C -0.482 0.129 0.832
P -0.766 1.076 -0.591
N -0.612 0.146 -1.882
Si -1.565 0.184 -3.331
C -1.995 1.974 -3.847
C -0.525 -0.651 -4.692
C -3.278 -0.652 -3.129
C 0.197 2.604 -0.798
C 0.908 2.765 -1.977
C 1.621 3.930 -2.190
C 1.638 4.912 -1.214
C 0.961 4.732 -0.018
C 0.235 3.577 0.192
C -2.472 1.628 -0.300
C -3.325 0.578 0.029
C -4.658 0.818 0.298
C -5.140 2.117 0.228
C -4.298 3.161 -0.109
C -2.960 2.924 -0.368
C 2.125 1.427 1.540
C 2.748 1.352 0.297
C 3.702 2.280 -0.067
C 4.042 3.288 0.823
C 3.406 3.383 2.049
C 2.438 2.461 2.411
C 0.317 0.133 3.548
C 1.090 0.352 4.683
C 0.533 0.194 5.941
C -0.794 -0.186 6.080
C -1.570 -0.407 4.953
C -1.009 -0.263 3.698
H 3.575 -4.567 1.608
H 2.076 -4.111 0.804
H 2.102 -4.346 2.551
H 5.523 -1.875 1.321
H 4.602 -0.490 0.772
H 4.561 -1.997 -0.137
H 4.446 -2.329 4.025
H 2.777 -1.953 4.424
H 3.852 -0.692 3.824
H -1.128 2.611 -3.976
H -2.639 2.440 -3.108
H -2.535 1.952 -4.786
H 0.498 -0.282 -4.690
H -0.953 -0.457 -5.672
H -0.482 -1.725 -4.548
H -3.924 -0.057 -2.486
H -3.202 -1.640 -2.690
H -3.773 -0.754 -4.091
H 0.882 1.977 -2.714
H 2.165 4.068 -3.110
H 2.189 5.825 -1.378
H 1.000 5.497 0.744
H -0.307 3.420 1.115
H -2.915 -0.426 0.058
H -5.331 0.011 0.554
H -6.181 2.310 0.438
H -4.691 4.164 -0.179
H -2.301 3.739 -0.633
H 2.455 0.548 -0.373
H 4.172 2.238 -1.039
H 4.801 4.008 0.550
H 3.660 4.195 2.717
H 1.933 2.551 3.363
H 2.130 0.631 4.584
H 1.145 0.366 6.818
H -1.221 -0.320 7.066
H -2.608 -0.695 5.057
H -1.587 -0.458 2.802
S -1.086 -2.981 1.054
C -2.262 -3.555 -0.072
C -3.513 -3.962 0.393
C -4.495 -4.418 -0.474
C -5.772 -4.777 -0.006
N -6.822 -5.054 0.368
C -4.215 -4.500 -1.861
C -2.966 -4.118 -2.324
C -1.981 -3.628 -1.462
S -0.462 -3.163 -2.119
C -5.188 -4.928 -2.786
N -5.957 -5.264 -3.570
H -3.709 -3.899 1.451
H -2.746 -4.179 -3.379
N 2.172 -1.699 -1.758
C 3.051 -1.058 -2.176
C 4.120 -0.389 -2.713
C 3.962 0.832 -3.361
N 3.866 1.860 -3.877
C 5.403 -0.930 -2.622
N 6.468 -1.366 -2.566

Results
Energy relative to the best compared isomer or geometry (same formula, charge and spin) ... 21.1 kcal per mole
Multiplicity ... 5
Gap between HOMO and LUMO (alpha / beta) ... 7.30 / 5.30 eV
Net charge ... -1
HOMO level (alpha / beta) ... -5.47 / -5.68 eV